# 1
Computed, not measured: a molecular structure, C31H59BIN4O3, with ωB97M-V with the def2-TZVPD basis set.

Element x y z (Å)
C -1.844450 -2.627123 -1.003153
C -1.957211 -1.451616 -1.178808
C -2.115542 0.002603 -1.435264
C -1.444726 0.220135 -2.797472
C -1.506794 1.606135 -3.385766
C -2.546001 2.503204 -3.169354
C -2.586667 3.759333 -3.742461
C -1.553214 4.178120 -4.560833
C -0.517433 3.291660 -4.804414
C -0.470715 2.025710 -4.241073
C 0.717499 1.173874 -4.632863
C -3.706064 0.125483 -1.437828
O -4.223457 0.093111 -2.576522
O -4.288394 0.163674 -0.340331
N -1.464236 0.697568 -0.315336
I 0.455785 0.130977 0.091821
B -1.754539 2.123989 -0.129030
C -0.571396 3.207135 -0.177005
O -3.013500 2.611121 0.128566
H -1.428348 -3.559072 -0.715479
H -0.432992 -0.164421 -2.719975
H -1.944905 -0.463027 -3.486230
H -3.368146 2.232162 -2.524112
H -3.407275 4.429465 -3.529980
H -1.526185 5.159936 -5.010364
H 0.271019 3.623313 -5.470848
H 1.620877 1.783223 -4.627976
H 0.592512 0.857328 -5.670250
H 0.890595 0.306719 -4.008954
H 0.109713 3.054570 -1.010585
H -0.048149 3.135008 0.781224
H -1.009910 4.203606 -0.180384
H -3.353320 2.354111 0.988838
C -0.130416 -2.510744 3.584667
C 0.261027 -2.401164 5.050094
N 1.151559 -1.286534 5.314917
C 1.776172 -1.341311 6.622272
C 0.874963 -1.244835 7.859864
C 0.669402 0.019150 4.894722
C -0.678183 0.502704 5.443057
H 0.752325 -2.528061 2.944420
H -0.687304 -3.433459 3.415775
H -0.768129 -1.684816 3.268517
H 0.779476 -3.322667 5.331882
H -0.655072 -2.361346 5.660813
H 2.539230 -0.559263 6.679121
H 2.330852 -2.284253 6.682215
H 0.494374 -0.235254 8.009166
H 1.449935 -1.504383 8.752426
H 0.029735 -1.931647 7.806518
H 0.605173 0.019908 3.802824
H 1.436306 0.763226 5.123876
H -1.453708 -0.260236 5.366708
H -1.015518 1.365806 4.865255
H -0.608848 0.823134 6.482471
C -3.522394 -3.938056 -3.989995
C -2.493386 -4.319785 -5.042770
N -1.623213 -5.407506 -4.627774
C -0.454958 -5.570663 -5.470539
C -0.669658 -5.964558 -6.937800
C -2.292662 -6.630190 -4.229085
C -3.240190 -7.295889 -5.236212
H -3.044366 -3.730750 -3.033624
H -4.053380 -3.037243 -4.298429
H -4.268752 -4.722430 -3.843961
H -1.870470 -3.441281 -5.231294
H -3.013327 -4.541835 -5.989089
H 0.215784 -6.298731 -5.003932
H 0.096269 -4.624873 -5.452763
H -0.971952 -7.006456 -7.040862
H 0.267115 -5.848414 -7.488636
H -1.414144 -5.335314 -7.426193
H -2.864519 -6.420312 -3.321098
H -1.537360 -7.356441 -3.915695
H -3.928632 -6.581336 -5.688576
H -3.844039 -8.049411 -4.724637
H -2.700551 -7.808219 -6.032227
C 4.826241 6.714423 2.589488
C 3.672709 5.721210 2.593475
N 4.093543 4.359578 2.333807
C 2.992041 3.460420 2.023489
C 1.947600 3.202941 3.113167
C 5.107759 3.831936 3.226944
C 4.813582 3.832669 4.733093
H 5.406734 6.632822 1.669453
H 4.437926 7.732019 2.655534
H 5.497823 6.566746 3.437030
H 2.976313 6.015212 1.804154
H 3.123605 5.816843 3.543937
H 3.401905 2.502638 1.692585
H 2.473948 3.862277 1.147275
H 2.334921 2.564296 3.906321
H 1.090594 2.684897 2.677576
H 1.576721 4.127480 3.558871
H 6.029593 4.399669 3.066126
H 5.354481 2.815242 2.912092
H 4.425128 4.791983 5.078290
H 5.736961 3.638954 5.284526
H 4.106793 3.053029 5.013112

Forces on atoms 1 to 6 (eV/Å):
C 0.754 -0.510 0.412
C -0.387 0.849 -0.236
C 0.219 -1.723 0.481
C -0.791 0.148 -0.091
C 0.894 0.151 -0.365
C -0.478 -0.119 0.545

Properties
spin multiplicity: 1
molar mass: 673.6 g/mol
total charge: -1
frontier orbital gap: 7.17 eV
total energy: -1983.89822 a.u.

These are the Mulliken partial charges, in e, on atoms 1 to 4: 0.019 -2.240 1.757 -1.415



# 2
Computed, not measured: 2 unconnected molecules or ions with the total composition CH3FO2, with ωB97M-V with the def2-TZVPD basis set.

Element x y z (Å)
C 0.912879 -0.303970 -0.367494
O -0.747234 -1.543070 -1.148393
O -0.261612 -0.582959 -0.444962
F 1.904055 -1.104378 -0.809141
H 1.150120 0.466195 0.431405
H -1.149977 1.351483 1.183418
H -1.808231 1.716698 1.155167

Forces on atoms 1 to 6 (eV/Å):
C 3.533 0.146 2.079
O -0.842 -2.279 -1.513
O -1.189 1.729 0.674
F -1.603 1.275 0.223
H 0.135 -0.910 -1.497
H -0.428 0.230 0.014

Properties
spin multiplicity: 1
energy above the lowest of the compared OMol25 structures with the same formula, charge and spin: 623.53 kJ/mol
molar mass: 66.0 g/mol
frontier orbital gap (spin up / spin down): 9.75 / 9.75 eV
total energy: -290.01811 a.u.

These are the Mulliken partial charges, in e, on atoms 1 to 4: 0.255 -0.544 0.204 -0.161



# 3
Computed, not measured: 8 unconnected molecules or ions with the total composition C52H120F8N5O17P3S8, with ωB97M-V with the def2-TZVPD basis set.

Element x y z (Å)
C 1.753941 -2.537648 -3.276241
C 2.010662 -1.230089 -3.986801
C 3.180078 -1.186763 -5.044789
O 4.372070 -0.979861 -4.357133
C 5.531439 -0.639435 -5.172423
N 0.675533 -0.769032 -4.602082
H 0.735627 0.069520 -5.173283
H 0.259342 -1.521703 -5.144671
H 0.051923 -0.597719 -3.815128
H 2.620289 -2.868073 -2.701014
H 1.507930 -3.404192 -3.891172
H 0.977628 -2.440209 -2.515611
H 2.224876 -0.442988 -3.263241
H 3.063608 -0.364503 -5.752858
H 3.293710 -2.143342 -5.558410
H 6.307371 -0.275741 -4.501489
H 5.248926 0.023137 -5.991280
H 5.837496 -1.564883 -5.663601
C -5.665943 -2.640488 -0.155271
C -5.024513 -3.737154 0.610622
C -3.510019 -3.623830 0.983334
C -3.154510 -4.832894 1.901645
P -1.311080 -5.045451 1.823245
C -0.784764 -5.388770 0.096225
C 0.668857 -5.890366 -0.167158
C 1.038431 -5.796825 -1.656976
C 0.221434 -6.668490 -2.591705
C -0.726196 -6.289058 3.039847
C 0.747238 -6.281312 3.391864
C 1.182365 -7.612387 3.975337
C 0.347221 -8.146807 5.114417
C -0.681642 -3.402348 2.311826
C -1.233679 -2.709216 3.559631
C -0.459930 -1.340004 3.658785
C -0.924909 -0.293274 2.660975
H -5.244422 -2.456546 -1.143996
H -5.611210 -1.678506 0.356796
H -6.743503 -2.763524 -0.269062
H -5.285880 -4.677207 0.123383
H -5.406042 -3.783209 1.632960
H -3.368569 -2.636019 1.421704
H -2.922563 -3.654537 0.065667
H -3.507077 -5.779829 1.492860
H -3.402822 -4.602240 2.937241
H -0.981178 -4.459426 -0.440137
H -1.438361 -6.157829 -0.317755
H 0.748707 -6.917654 0.192861
H 1.423415 -5.388150 0.440046
H 2.037724 -6.226482 -1.743737
H 1.091682 -4.743245 -1.930307
H 0.654320 -6.820200 -3.580689
H -0.750961 -6.273501 -2.888068
H 0.019661 -7.664759 -2.194835
H -1.008219 -7.270138 2.654971
H -1.330590 -6.052186 3.916134
H 0.837981 -5.608930 4.246372
H 1.454938 -6.032993 2.601406
H 2.176335 -7.556084 4.423408
H 1.365809 -8.436276 3.283175
H 0.963401 -8.959144 5.497162
H -0.609535 -8.492747 4.722093
H 0.137033 -7.336535 5.813116
H -0.845014 -2.622455 1.566322
H 0.405129 -3.503796 2.306598
H -0.956438 -3.253939 4.463930
H -2.313919 -2.573107 3.609256
H 0.591107 -1.628968 3.608861
H -0.554473 -0.904487 4.654455
H -1.996621 -0.146134 2.796490
H -0.739606 -0.539100 1.614720
H -0.377025 0.643753 2.764390
C 4.182617 -4.558118 0.769906
C 3.703490 -3.120353 0.593336
C 3.498381 -2.401222 1.933683
C 2.932880 -0.948125 1.806596
P 3.990272 0.472777 2.131005
C 5.261387 0.070808 3.418374
C 6.588516 -0.484042 2.935840
C 7.613380 -0.685773 4.059961
C 9.033411 -1.101156 3.484763
C 4.848408 0.851226 0.588794
C 3.898609 1.284964 -0.617977
C 4.601777 1.267829 -1.969131
C 5.849317 2.140683 -2.170820
C 3.046653 1.984022 2.551930
C 2.745875 2.140545 4.058513
C 1.715881 3.256750 4.424057
C 0.624517 2.754358 5.348797
H 4.529901 -5.079410 -0.120984
H 3.495302 -5.106850 1.416053
H 5.050620 -4.604073 1.431579
H 2.706866 -3.002969 0.165539
H 4.452677 -2.520562 0.075227
H 4.422505 -2.524274 2.500948
H 2.801183 -3.008294 2.514379
H 2.293020 -0.799943 2.680476
H 2.256711 -0.768724 0.969934
H 4.705397 -0.486982 4.172405
H 5.473746 1.077346 3.782693
H 7.013772 0.160088 2.164564
H 6.563285 -1.410669 2.358767
H 7.273444 -1.368629 4.839330
H 7.717731 0.265048 4.585141
H 8.944123 -1.914381 2.764032
H 9.832101 -1.284301 4.201749
H 9.343031 -0.256177 2.867881
H 5.412228 -0.078390 0.480933
H 5.646596 1.563254 0.802739
H 3.591919 2.299025 -0.359570
H 3.032955 0.649786 -0.805763
H 3.881686 1.465771 -2.765200
H 4.837395 0.251976 -2.292725
H 5.616403 3.199611 -2.061019
H 6.250817 1.993267 -3.173464
H 6.622583 1.777329 -1.492493
H 2.113350 1.962163 1.986533
H 3.604683 2.827750 2.142932
H 3.608880 2.148090 4.724249
H 2.289718 1.156370 4.195835
H 1.401850 3.747932 3.502505
H 2.293333 4.035189 4.924416
H -0.046953 3.562365 5.642380
H 1.033888 2.475109 6.320600
H 0.030176 1.958227 4.899957
C -7.470507 0.932583 3.659245
C -6.677632 0.925029 2.352108
C -6.192202 2.310737 1.906161
C -5.662858 2.152545 0.448139
P -4.893437 3.677639 -0.216511
C -6.196490 4.907148 -0.180209
C -5.762045 6.370771 -0.465785
C -6.975808 7.270987 -0.620420
C -6.656673 8.788765 -0.764396
C -3.726991 4.219745 1.054489
C -2.856908 3.007546 1.608909
C -1.607183 3.403878 2.492133
C -1.387673 4.944474 2.759724
C -3.958805 3.482185 -1.780887
C -2.928640 4.447103 -2.143311
C -2.458285 4.305845 -3.580205
C -1.229353 5.116897 -3.880229
H -6.850742 1.439402 4.400338
H -7.813892 -0.023917 4.051957
H -8.376479 1.534599 3.574709
H -7.253633 0.429997 1.569480
H -5.761414 0.352234 2.504619
H -5.511265 2.580637 2.712968
H -7.078434 2.943389 1.969802
H -6.405846 1.722994 -0.223076
H -4.771239 1.522883 0.422602
H -6.616563 5.053698 0.815261
H -6.926457 4.648679 -0.947992
H -5.202732 6.269202 -1.398097
H -4.973209 6.731803 0.195191
H -7.667529 7.164643 0.215798
H -7.503708 7.094062 -1.558488
H -5.782558 9.001672 -1.380769
H -6.323361 9.108608 0.224624
H -7.450542 9.466564 -1.075143
H -4.324634 4.672693 1.846749
H -3.222705 5.042468 0.545900
H -2.330033 2.607398 0.741686
H -3.489321 2.278608 2.112118
H -0.658782 2.999746 2.138761
H -1.803792 2.857040 3.416076
H -0.701577 4.988401 3.606373
H -2.264544 5.500422 3.092118
H -0.899394 5.428308 1.914228
H -4.724912 3.640859 -2.544068
H -3.506959 2.498507 -1.916156
H -2.062066 4.372379 -1.484315
H -3.265228 5.476235 -2.002344
H -3.215066 4.683101 -4.271231
H -2.278860 3.262073 -3.841716
H -1.235699 6.073260 -3.356618
H -1.119202 5.255318 -4.954800
H -0.387884 4.537295 -3.500968
N -0.641191 -0.160819 -2.251095
S -0.301788 0.950180 -1.253475
O 0.423669 0.571557 -0.052297
O -1.246734 2.048255 -1.193759
F 0.873145 1.602717 -2.089204
S -1.761803 -0.914012 -1.269598
O -2.725812 -0.071700 -0.575388
O -1.321035 -2.136693 -0.655366
F -2.666556 -1.531413 -2.409601
N 2.127521 5.817354 0.026830
S 1.873394 6.704155 1.437831
O 1.157721 6.185153 2.582336
O 1.584608 8.110974 1.223892
F 3.397788 6.736391 2.068705
S 0.882380 4.977754 0.091528
O -0.352260 5.700720 -0.164278
O 0.855624 3.802836 0.967716
F 1.092013 4.272597 -1.380473
N 1.042130 1.385175 -6.534909
S 1.320866 2.744990 -5.531896
O 0.892188 4.049218 -5.965528
O 2.449604 2.657193 -4.609399
F 0.114089 2.341903 -4.524921
S 1.997856 1.824665 -7.589793
O 3.407068 1.787253 -7.229579
O 1.642449 2.871847 -8.537250
F 1.895744 0.421019 -8.394589
N -0.627050 -2.734469 -6.256964
S 0.430377 -3.807339 -7.011624
O 0.100855 -4.315171 -8.312957
O 1.278732 -4.638139 -6.197888
F 1.389533 -2.565215 -7.379510
S -1.481050 -3.890586 -5.626309
O -0.917293 -4.676150 -4.549454
O -2.461117 -4.537004 -6.511671
F -2.450230 -2.822239 -4.837992

Forces on atoms 1 to 6 (eV/Å):
C 0.317 -0.646 0.619
C 0.046 0.795 -1.054
C -0.406 -0.369 0.171
O 1.348 0.805 1.060
C -1.538 -1.218 -0.047
N 1.204 -0.791 0.700

Properties
spin multiplicity: 1
energy above the lowest of the compared OMol25 structures with the same formula, charge and spin: 382.35 kJ/mol
molar mass: 1589.0 g/mol
frontier orbital gap: 8.25 eV
total energy: -8614.39528 a.u.

These are the Mulliken partial charges, in e, on atoms 1 to 4: -1.523 3.088 -0.696 -0.183